{"formula": "C50H39F15GeN6OSTeW", "method": "ωB97M-V with the def2-TZVPD basis set", "symbols": ["W", "C", "C", "C", "C", "N", "C", "N", "N", "N", "H", "H", "H", "H", "H", "H", "H", "H", "H", "H", "F", "C", "C", "C", "F", "C", "F", "C", "F", "C", "F", "Ge", "S", "C", "C", "F", "C", "F", "C", "F", "C", "F", "C", "F", "C", "C", "F", "C", "F", "C", "F", "C", "F", "C", "F", "C", "C", "O", "N", "Te", "C", "C", "C", "C", "C", "C", "C", "C", "C", "C", "C", "C", "C", "C", "C", "C", "C", "C", "H", "H", "H", "H", "H", "H", "H", "H", "H", "H", "H", "H", "H", "H", "H", "H", "H", "H", "H", "H", "H", "H", "H", "H", "H", "N", "C", "C", "C", "C", "C", "C", "C", "H", "H", "H", "H"], "xyz": [[-1.026378, 0.600925, 1.627542], [0.247751, 2.184953, 7.420040], [-0.997948, 1.423888, 7.862023], [-0.715330, -0.066400, 8.026062], [-2.182003, 1.680463, 6.925520], [-1.964696, 1.135387, 5.577334], [-2.227629, -0.088265, 5.093291], [-1.801497, -0.133793, 3.854713], [-1.318399, 1.089307, 3.621435], [-1.402287, 1.874755, 4.627897], [1.061370, 2.013011, 8.123700], [0.067073, 3.259315, 7.368760], [0.592344, 1.852691, 6.438141], [-1.331169, 1.820791, 8.825047], [-0.335234, -0.505725, 7.099781], [-1.603318, -0.620836, 8.338751], [0.051931, -0.221652, 8.782995], [-2.358698, 2.745138, 6.787269], [-3.093926, 1.217592, 7.300628], [-2.677409, -0.892107, 5.649659], [4.527439, -1.543390, 0.864752], [3.415118, -2.168351, 0.462697], [2.289554, -1.457905, 0.063792], [1.220871, -2.248505, -0.446846], [0.067526, -0.984422, 2.037631], [1.344119, -3.630261, -0.360279], [0.323400, -4.458430, -0.655063], [2.486182, -4.296457, 0.051727], [2.521143, -5.618558, 0.055879], [3.556055, -3.548775, 0.448524], [4.686252, -4.114477, 0.830920], [2.602677, 0.513924, 0.405843], [1.083900, 1.783598, 1.432180], [3.161903, 1.304449, -1.315193], [3.935846, 0.551402, -2.184664], [4.273115, -0.709534, -1.865940], [4.409529, 1.035703, -3.389651], [5.131776, 0.263406, -4.195933], [4.125147, 2.341809, -3.748368], [4.565638, 2.827402, -4.897710], [3.378306, 3.138286, -2.895948], [3.105096, 4.393734, -3.232906], [2.920314, 2.615276, -1.699691], [2.214369, 3.437118, -0.917480], [4.074742, 0.889338, 1.656538], [3.896094, 0.517088, 2.980228], [2.830303, -0.228871, 3.312790], [4.788547, 0.840797, 3.980699], [4.572359, 0.462203, 5.239072], [5.927589, 1.561857, 3.657744], [6.801418, 1.880959, 4.601325], [6.151093, 1.937045, 2.345670], [7.245502, 2.620831, 2.028473], [5.227650, 1.597319, 1.368287], [5.510159, 1.989122, 0.118293], [-4.680617, -0.237513, 1.710105], [-3.611095, -0.915608, 0.882793], [-3.827519, -1.951894, 0.295536], [-2.384576, -0.270433, 0.827038], [-0.845405, -2.181776, -1.337855], [-0.189240, -3.182430, -3.093357], [-0.656601, -4.481324, -3.315460], [-1.660203, -5.202099, -2.451874], [-0.170836, -5.162866, -4.428185], [0.759468, -4.604945, -5.290665], [1.307503, -5.387432, -6.449012], [1.198788, -3.308909, -5.038008], [0.740148, -2.577703, -3.952605], [1.248343, -1.175242, -3.757603], [-1.730264, -0.561817, -2.421730], [-1.303854, 0.757508, -2.361996], [-0.150091, 1.123142, -1.516838], [-1.965685, 1.726888, -3.103678], [-3.067474, 1.398458, -3.879164], [-3.796163, 2.437963, -4.681974], [-3.502815, 0.077651, -3.874011], [-2.863709, -0.927497, -3.157929], [-3.430489, -2.320249, -3.196813], [-5.538705, -0.044743, 1.066339], [-4.344262, 0.700486, 2.145825], [-5.006208, -0.931567, 2.485242], [-1.855465, -4.721381, -1.494961], [-1.309525, -6.212448, -2.243954], [-2.614941, -5.288913, -2.973952], [-0.532520, -6.168089, -4.615157], [0.617573, -6.169351, -6.762080], [2.247181, -5.866801, -6.167441], [1.511064, -4.741524, -7.302170], [1.917109, -2.851603, -5.708822], [1.925737, -0.902303, -4.565249], [1.799585, -1.077120, -2.819163], [0.427226, -0.455964, -3.754387], [-0.192327, 0.588202, -0.557751], [-0.099340, 2.176504, -1.254685], [0.781886, 0.812886, -1.991149], [-1.628624, 2.755584, -3.048124], [-3.353482, 3.423615, -4.550604], [-4.844711, 2.492794, -4.385977], [-3.771484, 2.191430, -5.744255], [-4.388387, -0.187763, -4.441441], [-4.473248, -2.287672, -3.505664], [-3.398997, -2.806730, -2.218524], [-2.885595, -2.942812, -3.908877], [-3.845899, 7.311811, -0.514920], [-3.445777, 6.299254, -0.147633], [-2.943712, 5.027531, 0.297283], [-1.940468, 4.964411, 1.262805], [-1.446159, 3.733050, 1.652659], [-1.918799, 2.520208, 1.116209], [-2.950457, 2.628844, 0.169065], [-3.454154, 3.852494, -0.242408], [-1.549043, 5.877986, 1.690275], [-0.658187, 3.729674, 2.398739], [-3.367122, 1.734122, -0.277121], [-4.242687, 3.899900, -0.982645]], "atomic_forces_ev_per_a": [[-1.3325, -0.4195, -0.9061], [-0.0048, 0.0092, 0.0055], [0.0063, -0.0233, -0.0578], [-0.0195, -0.0014, 0.0039], [0.0514, 0.0065, 0.0548], [-0.1075, 0.1348, -0.0569], [0.1155, 0.0112, -0.0420], [-0.5155, -0.1754, 0.5538], [0.1019, -0.3335, 0.6588], [0.0559, 0.0280, -0.0069], [-0.0050, 0.0050, 0.0070], [-0.0061, -0.0038, -0.0134], [0.0118, -0.0123, 0.0064], [0.0187, 0.0094, 0.0097], [0.0062, -0.0012, 0.0009], [0.0000, 0.0047, -0.0041], [-0.0028, 0.0030, 0.0051], [-0.0111, 0.0007, 0.0120], [0.0035, -0.0135, -0.0075], [-0.0337, 0.0201, -0.0040], [0.0362, 0.1147, -0.0043], [0.0767, -0.0885, -0.0981], [-0.1233, 0.0625, -0.0508], [-0.1876, -0.0513, 0.1192], [0.4028, -0.0699, 0.1244], [0.1755, -0.0226, 0.1028], [0.0600, -0.0250, 0.0392], [-0.0424, -0.0580, 0.0067], [-0.0125, 0.0044, 0.0081], [-0.0302, 0.0520, 0.0352], [0.0073, 0.0012, 0.0119], [-0.0598, 0.2449, 0.0764], [-0.0605, -0.2547, -0.7078], [0.0265, -0.0847, -0.0081], [-0.0010, -0.0018, -0.0334], [-0.0033, 0.0156, -0.0453], [0.0010, 0.0114, 0.0115], [-0.0022, -0.0030, -0.0008], [-0.0101, -0.0023, -0.0046], [0.0000, -0.0019, 0.0010], [0.0011, -0.0082, -0.0106], [0.0080, -0.0017, 0.0042], [-0.0759, 0.0133, 0.0128], [0.0028, -0.0091, -0.0018], [-0.0717, -0.0596, 0.1398], [0.0269, -0.0867, -0.0222], [-0.0243, 0.0211, -0.0173], [0.0185, 0.0181, -0.0109], [0.0013, -0.0050, 0.0032], [-0.0026, -0.0091, 0.0048], [-0.0083, 0.0003, -0.0058], [-0.0037, 0.0033, -0.0057], [-0.0094, -0.0015, 0.0071], [0.0247, 0.0433, -0.0156], [-0.0366, -0.0163, 0.0065], [0.0261, 0.0434, -0.0778], [-0.0061, -0.0671, -0.2620], [0.1339, -0.0674, -0.0755], [1.1397, 0.8218, 0.4430], [-0.0857, 0.0984, 0.0629], [0.0390, -0.0413, 0.1113], [-0.0190, 0.0088, -0.0015], [-0.0815, 0.0078, -0.0444], [-0.0022, 0.0077, -0.0136], [-0.0046, -0.0018, 0.0098], [-0.0042, -0.0004, -0.0061], [-0.0470, -0.0163, 0.0000], [-0.0136, 0.1080, -0.0319], [0.0134, -0.0281, -0.0393], [0.1315, 0.3270, 0.0265], [-0.1258, -0.0147, -0.0051], [0.1497, 0.0181, 0.0363], [-0.0713, -0.0652, 0.0335], [-0.0398, -0.0130, -0.0177], [-0.0071, 0.0050, 0.0028], [-0.0340, 0.0109, -0.0237], [0.0193, -0.0878, 0.1148], [0.0984, -0.0508, -0.0141], [-0.0151, -0.0128, 0.0094], [0.0181, -0.0073, 0.0074], [0.0114, 0.0036, 0.0041], [-0.0284, -0.0061, -0.0456], [-0.0031, 0.0026, 0.0178], [0.0104, -0.0065, -0.0172], [0.0098, -0.0042, 0.0057], [-0.0010, 0.0024, -0.0001], [0.0019, 0.0005, -0.0048], [-0.0027, 0.0020, 0.0016], [0.0040, 0.0027, 0.0090], [0.0230, -0.0180, 0.0083], [-0.0106, -0.0244, 0.0228], [0.0640, -0.0575, -0.0565], [0.0241, -0.1776, -0.2611], [-0.0165, 0.0637, -0.1176], [0.0846, 0.0756, 0.0772], [0.0190, -0.0094, 0.0061], [0.0029, 0.0005, -0.0024], [0.0001, -0.0055, -0.0005], [0.0029, 0.0068, 0.0001], [0.0055, -0.0044, -0.0019], [-0.0036, -0.0121, 0.0092], [-0.0731, 0.0202, 0.0108], [-0.0050, -0.0049, -0.0155], [-0.0027, -0.0054, 0.0073], [-0.0061, 0.0082, 0.0064], [0.0066, 0.0307, 0.0052], [-0.0187, -0.0166, -0.0110], [-0.0885, 0.0158, 0.0261], [0.3036, 0.2173, 0.2463], [-0.0135, -0.0547, -0.0066], [0.0093, -0.0213, -0.0007], [0.0007, 0.0002, -0.0044], [0.0199, -0.0102, -0.0261], [0.0176, 0.0041, -0.0219], [0.0038, 0.0049, -0.0062]], "lumo_ev": [-3.944, -3.794], "spin_multiplicity": 2, "charge": 1, "de_lowest_kcal_mol": 61.1, "orbital_gap_ha": [0.240, 0.269], "e_tot_ev": -180692.78975, "s2": 0.767}

---

{"formula": "C50H41NO4P3ReSSe3Te", "method": "ωB97M-V with the def2-TZVPD basis set", "symbols": ["Re", "O", "P", "C", "P", "O", "C", "C", "C", "C", "C", "C", "C", "C", "C", "C", "C", "C", "C", "C", "C", "C", "C", "C", "C", "C", "C", "C", "C", "C", "H", "H", "H", "H", "H", "H", "H", "H", "H", "H", "H", "H", "H", "H", "H", "H", "H", "H", "H", "H", "H", "H", "O", "C", "O", "C", "C", "C", "C", "C", "C", "S", "H", "H", "H", "H", "Se", "Se", "Te", "Se", "N", "P", "C", "C", "C", "C", "C", "C", "C", "C", "C", "C", "C", "C", "C", "C", "C", "C", "C", "C", "H", "H", "H", "H", "H", "H", "H", "H", "H", "H", "H", "H", "H", "H", "H"], "xyz": [[1.714808, -1.438108, -1.436917], [0.772078, -0.282261, 1.133832], [1.510320, 0.548333, 2.127717], [2.464817, 1.889635, 1.370461], [1.673785, 2.883645, 0.065275], [1.042565, 2.161045, -1.069509], [0.460687, 3.915324, 0.927968], [0.811570, 4.938942, 1.812008], [-0.170573, 5.676475, 2.457141], [-1.511558, 5.387180, 2.228670], [-1.866326, 4.368133, 1.352973], [-0.880951, 3.636817, 0.693964], [3.014666, 3.964152, -0.465979], [2.806502, 5.315885, -0.743542], [3.822594, 6.076420, -1.309010], [5.042068, 5.485146, -1.615340], [5.249903, 4.136881, -1.352042], [4.241716, 3.373889, -0.779306], [0.385697, 1.251793, 3.370266], [0.600676, 2.454414, 4.034261], [-0.296336, 2.905682, 4.993887], [-1.404329, 2.137578, 5.321802], [-1.617426, 0.921777, 4.680229], [-0.734425, 0.484875, 3.700023], [2.681070, -0.402894, 3.092837], [2.259640, -1.658946, 3.528612], [3.131132, -2.480417, 4.224013], [4.428961, -2.053969, 4.481049], [4.849841, -0.804275, 4.057844], [3.974721, 0.024301, 3.366423], [3.309282, 1.344787, 0.929327], [2.839687, 2.590936, 2.123446], [1.859679, 5.165026, 1.986706], [0.105757, 6.471190, 3.141749], [-2.280399, 5.964448, 2.730272], [-2.911663, 4.144172, 1.177117], [-1.135002, 2.846755, -0.006676], [1.848981, 5.772655, -0.528915], [3.657960, 7.126519, -1.520147], [5.827648, 6.074394, -2.074019], [6.194953, 3.667988, -1.601956], [4.413286, 2.315351, -0.601742], [1.475915, 3.051120, 3.809841], [-0.127926, 3.857346, 5.486162], [-2.099800, 2.484346, 6.077774], [-2.474428, 0.311700, 4.940949], [-0.910202, -0.445782, 3.171477], [1.269183, -2.013283, 3.270827], [2.817533, -3.473122, 4.516970], [5.124656, -2.721439, 4.978354], [5.873348, -0.484879, 4.224888], [4.326158, 0.986501, 3.015785], [1.471819, -0.790893, -5.664857], [1.023538, -0.667173, -4.531359], [1.458451, -1.242119, -3.478469], [-0.212860, 0.207173, -4.347976], [-0.693952, 0.863324, -5.476709], [-1.829560, 1.661323, -5.422597], [-2.520208, 1.805502, -4.228689], [-2.049472, 1.167093, -3.090457], [-0.897084, 0.383865, -3.137916], [-0.380543, -0.235087, -1.539099], [-0.146615, 0.717304, -6.398717], [-2.175661, 2.173345, -6.313251], [-3.416971, 2.410667, -4.180835], [-2.577367, 1.271833, -2.150458], [3.715736, -0.267094, -1.702843], [5.250516, -0.245961, -0.033625], [4.001010, -4.826593, 0.660131], [2.315624, -3.137251, -0.139095], [-0.484641, -1.931664, -1.648077], [-1.767639, -2.822463, -1.308147], [-2.902431, -2.734013, -2.705796], [-4.283798, -2.883749, -2.583793], [-5.097412, -2.735489, -3.700472], [-4.536320, -2.426624, -4.933674], [-3.161729, -2.276971, -5.058744], [-2.342755, -2.434081, -3.946826], [-1.155683, -4.481745, -1.114066], [-0.581371, -4.854535, 0.101371], [0.083728, -6.065099, 0.204336], [0.191667, -6.890045, -0.907921], [-0.377477, -6.521342, -2.117907], [-1.051072, -5.312046, -2.225171], [-2.776410, -2.452666, 0.153247], [-2.928790, -1.148585, 0.622686], [-3.764196, -0.891461, 1.704020], [-4.451698, -1.926668, 2.321210], [-4.301902, -3.228255, 1.862931], [-3.466034, -3.491526, 0.784258], [-4.725708, -3.107668, -1.620528], [-6.170145, -2.850485, -3.604742], [-5.176101, -2.299355, -5.799950], [-2.720326, -2.028389, -6.015632], [-1.268799, -2.319162, -4.033816], [-0.623631, -4.187995, 0.951679], [0.573056, -6.335601, 1.129623], [0.754562, -7.813872, -0.832860], [-0.275013, -7.160224, -2.986265], [-1.475428, -5.007419, -3.173377], [-2.387216, -0.337028, 0.158127], [-3.865115, 0.123516, 2.067530], [-5.103258, -1.721169, 3.163243], [-4.832319, -4.041082, 2.344631], [-3.347467, -4.508485, 0.427901]], "atomic_forces_ev_per_a": [[0.7566, 1.2993, -1.3049], [-0.3071, 0.1729, 0.4209], [-0.1911, -0.1284, -0.4634], [-0.3175, -0.0221, 0.1442], [-0.1072, -0.2389, -0.3238], [-0.0164, 0.1408, 0.3191], [0.0786, 0.1889, 0.1159], [-0.0411, -0.0647, -0.0236], [0.0251, -0.0663, -0.0267], [-0.0125, -0.0646, -0.0518], [0.1044, -0.0114, -0.0139], [-0.1322, 0.0602, 0.1128], [0.0974, 0.1509, -0.1206], [0.1270, -0.0477, -0.0309], [-0.0403, -0.0683, 0.0310], [-0.0321, -0.0382, 0.0198], [0.0055, 0.0176, -0.0011], [-0.0485, 0.1160, -0.0018], [-0.1732, -0.0270, 0.0057], [0.0474, -0.0122, 0.0467], [0.0144, -0.0242, -0.0114], [-0.0018, -0.0666, -0.0392], [0.0617, 0.0029, -0.0780], [-0.0390, 0.1558, 0.0196], [0.1711, -0.0364, 0.0969], [0.1156, -0.0750, -0.0304], [0.0166, 0.0318, -0.0785], [0.0071, -0.0805, 0.0056], [0.0006, 0.0809, -0.0148], [0.0706, -0.0021, 0.0972], [0.2284, 0.0530, -0.1016], [0.1040, -0.0908, -0.0525], [-0.0570, -0.0126, 0.0029], [-0.0064, -0.0401, -0.0589], [0.0287, -0.0515, -0.0129], [0.0207, 0.0126, 0.0010], [0.0244, 0.0544, 0.0528], [-0.0130, 0.0190, -0.0131], [-0.0041, -0.0337, -0.0015], [-0.0124, -0.0106, 0.0343], [-0.0670, 0.0030, 0.0267], [0.0785, 0.1087, -0.0075], [-0.0273, 0.0172, -0.0075], [0.0041, -0.0604, -0.0285], [0.0226, -0.0226, -0.0337], [0.0022, 0.0220, -0.0174], [-0.0056, 0.0235, 0.0068], [-0.0090, -0.0064, -0.0184], [0.0017, -0.0034, -0.0055], [-0.0561, 0.0644, -0.0165], [-0.1026, -0.0241, -0.0001], [0.0089, -0.0555, -0.0324], [-0.0113, -0.0516, 0.1865], [-0.1163, 0.0129, 0.2055], [0.2745, -0.3116, -0.4980], [-0.0622, 0.1464, 0.1453], [-0.1583, 0.0170, 0.0260], [0.0675, -0.0499, -0.0152], [0.0368, -0.0723, 0.0394], [0.0823, -0.0193, -0.0684], [0.1770, 0.0731, -0.1298], [-0.7192, 0.2499, 0.0677], [0.0105, 0.0137, 0.0238], [0.0089, -0.0425, 0.0097], [0.0086, 0.0026, 0.0160], [0.0211, 0.0306, 0.0436], [0.0150, -0.0244, -0.3194], [-0.0582, 0.0824, 0.2041], [0.2852, 0.0560, -0.0822], [-0.4147, -1.6910, 1.3125], [-0.1789, 0.3266, 0.4335], [0.2464, 0.0670, -0.0219], [-0.1466, 0.0910, -0.0438], [-0.0055, 0.0040, -0.1345], [0.0801, -0.0188, 0.0979], [0.0190, 0.0012, -0.0037], [0.0409, -0.0382, 0.0783], [-0.0998, -0.0536, -0.1671], [0.0106, -0.1120, -0.0406], [0.0328, -0.0897, -0.0407], [0.0095, -0.0003, -0.0412], [0.0378, -0.0302, 0.0630], [-0.0261, 0.0578, -0.0362], [0.0174, -0.1108, 0.0220], [-0.0403, -0.0503, 0.0878], [-0.0569, -0.0089, 0.0962], [0.0946, -0.0091, -0.0607], [-0.0065, 0.0027, 0.0113], [0.0703, -0.0396, -0.1128], [-0.0794, 0.0455, 0.0141], [-0.0002, 0.0274, -0.0046], [0.0216, 0.0046, 0.0045], [0.0380, 0.0005, 0.0424], [0.0007, -0.0043, 0.0212], [-0.0394, 0.0153, 0.0035], [0.0213, 0.0343, 0.0313], [0.0205, 0.0206, -0.0043], [-0.0486, 0.0626, -0.0061], [-0.0083, 0.0196, 0.0233], [-0.0003, -0.0116, -0.0180], [0.0498, 0.0152, 0.0120], [0.0037, -0.0005, 0.0015], [0.0390, -0.0035, -0.0361], [0.0318, 0.0243, -0.0211], [0.0000, 0.0294, 0.0451]], "lumo_ev": [1.869, 1.868], "spin_multiplicity": 2, "charge": -1, "de_lowest_kcal_mol": 79.3, "orbital_gap_ha": [0.178, 0.181], "e_tot_ev": -306363.82172, "s2": 1.115}